No. 1
Formula: C35H57AuO3PSi2
Source: the OMol25 dataset
Level of theory: ωB97M-V/def2-TZVPD

XYZ file:
```
99
Properties=species:S:1:pos:R:3:forces:R:3
Au -1.234 0.365 1.557 0.64 -0.41 0.84
P -0.126 -1.328 2.852 -1.15 0.71 0.57
Si -0.709 0.473 -4.164 0.29 0.12 0.06
Si -3.338 2.834 0.789 -0.12 0.50 0.10
O 2.436 -1.216 -3.545 0.60 -0.45 -0.70
O -0.478 2.807 3.061 0.83 -1.83 -0.22
O 2.475 0.758 -1.775 0.54 -0.25 1.39
C -0.072 1.693 2.835 -0.95 2.05 -0.32
C 2.402 2.150 -1.474 0.09 -0.03 -0.57
C -0.577 -0.764 -5.567 -0.01 -0.27 0.00
C -4.299 1.938 2.124 -0.11 -0.18 0.06
C 2.738 -0.189 -0.712 -0.58 0.60 -0.45
C -1.799 -2.509 0.598 -0.37 0.62 0.01
C -4.282 -2.522 1.903 0.16 -0.08 -0.06
C 4.180 -0.618 -0.755 0.28 -0.18 0.16
C -2.516 0.982 -4.145 -0.08 -0.01 0.08
C -1.849 1.839 0.203 0.34 0.58 -0.32
C 2.073 -2.535 -3.985 0.00 0.59 -0.10
C 4.630 -1.050 -4.630 0.05 0.00 -0.16
C 3.283 1.250 4.557 -0.10 -0.11 -0.06
C 3.416 -0.144 4.527 -0.25 0.13 -0.12
C 1.283 -0.321 3.411 0.85 0.92 -0.18
C 1.160 1.094 3.402 0.54 -1.31 0.22
C -2.889 -3.175 0.033 -0.09 -0.11 0.01
C 2.412 -0.935 3.960 -0.07 0.24 0.00
C -0.110 -0.179 -2.494 0.97 -0.30 -0.28
C -1.269 -0.586 5.316 0.12 -0.15 0.07
C -0.804 -1.632 4.506 0.04 -0.62 0.28
C -4.410 3.134 -0.719 0.02 -0.14 -0.05
C -0.740 -2.949 5.002 -0.09 0.43 -0.27
C 0.328 1.953 -4.682 -0.07 0.13 0.01
C 3.255 -0.458 -4.460 -0.71 -0.12 0.40
C -1.998 -1.721 1.757 -0.34 -1.79 -0.41
C 2.481 2.567 -0.018 -0.05 0.06 -0.06
C -1.689 -0.864 6.619 -0.03 0.05 -0.24
C -1.160 -3.215 6.300 -0.12 0.13 0.13
C -1.650 -2.174 7.101 0.09 -0.11 -0.09
C -2.752 4.479 1.460 0.11 0.05 0.06
C -3.204 -1.856 2.481 0.05 0.47 -0.12
C -4.138 -3.160 0.665 0.40 0.26 0.09
C 2.569 -3.582 -3.013 0.16 -0.12 -0.08
C 2.156 1.867 4.011 -0.14 0.05 0.05
H -2.001 4.334 2.248 -0.29 0.14 -0.24
H -2.789 1.556 -3.251 0.00 -0.04 -0.17
H -0.968 2.485 0.051 -0.35 -0.12 -0.07
H 1.025 -0.272 -2.551 -1.91 0.11 -0.06
H 1.405 1.810 -4.530 -0.23 -0.03 0.01
H 4.357 -1.219 -1.650 0.02 0.15 0.13
H 2.145 -3.421 -2.014 0.10 -0.04 -0.18
H 3.215 2.628 -2.048 -0.21 0.03 0.26
H -2.774 -3.706 -0.915 0.06 0.13 0.34
H -1.063 -0.340 -6.461 0.14 -0.15 0.27
H 4.841 0.254 -0.769 -0.05 -0.07 -0.03
H -0.821 -2.532 0.120 -0.21 0.05 -0.04
H -3.319 -1.392 3.461 0.01 0.01 -0.29
H -1.111 -4.235 6.686 -0.04 0.34 -0.08
H 2.028 2.950 4.067 0.06 -0.32 -0.10
H -3.590 5.061 1.869 0.18 -0.13 -0.08
H 4.296 -0.615 4.959 -0.16 0.10 -0.10
H -3.783 2.017 3.090 -0.08 -0.01 -0.12
H 3.408 2.225 0.461 -0.22 0.10 -0.06
H -2.043 -0.042 7.250 0.08 -0.39 -0.22
H 0.158 2.120 -5.755 0.06 0.09 0.23
H 4.570 -1.993 -5.180 0.23 0.06 0.08
H -3.157 0.090 -4.192 0.05 0.21 0.03
H -5.330 3.661 -0.434 0.15 -0.09 -0.08
H 0.455 -1.025 -5.833 -0.21 0.08 0.06
H 0.973 -2.566 -4.040 0.26 -0.03 -0.10
H 4.064 1.861 5.018 -0.30 -0.22 -0.18
H 2.064 -1.036 -0.910 0.20 0.11 0.01
H -4.685 2.188 -1.203 -0.02 0.20 0.02
H -5.301 2.378 2.234 0.25 -0.12 0.02
H -2.007 -2.386 8.111 0.18 0.05 -0.30
H -0.326 0.498 -1.660 -0.06 -0.06 -0.16
H -4.996 -3.648 0.202 0.27 0.08 0.13
H 4.441 -1.215 0.124 -0.03 -0.04 -0.05
H 5.240 -0.343 -5.195 0.09 -0.16 -0.07
H -5.246 -2.540 2.413 0.30 -0.02 -0.06
H -2.299 5.069 0.652 -0.05 -0.06 0.17
H 2.268 -4.570 -3.380 0.03 0.06 0.19
H -2.038 1.280 -0.730 0.10 -0.01 0.35
H 2.722 -0.371 -5.424 0.23 -0.03 0.16
H -4.417 0.874 1.886 -0.09 0.11 0.05
H 3.664 -3.563 -2.945 -0.22 0.01 0.05
H 2.464 3.661 0.004 0.00 -0.10 0.10
H -0.355 -3.739 4.349 -0.20 0.15 0.34
H 0.019 2.858 -4.143 0.11 -0.06 -0.11
H 1.617 2.203 0.553 0.16 0.06 -0.03
H 5.107 -1.217 -3.660 -0.06 0.01 -0.15
H -0.512 -1.174 -2.262 -0.15 0.10 -0.01
H -3.871 3.753 -1.448 -0.14 -0.14 0.10
H 3.315 0.544 -4.019 -0.06 -0.27 -0.04
H 2.481 -2.720 -4.993 -0.22 0.01 0.24
H -1.296 0.436 4.930 -0.01 -0.28 0.20
H 2.491 -2.024 3.949 0.07 0.32 0.08
H -1.103 -1.691 -5.300 0.07 0.09 -0.18
H 2.450 0.216 0.275 0.18 -0.07 -0.38
H -2.724 1.596 -5.033 -0.05 -0.12 0.22
H 1.454 2.483 -1.928 0.20 0.12 0.24
```
Positions in Å, forces in eV/Å.

Kohn-Sham gap (spin up / spin down) = 7.1049 / 4.9113 eV
net charge = +1
highest occupied orbital energy (spin up / spin down) = -10.72 / -11.20 eV
spin multiplicity = 3
energy = -2649.21913 Ha
lowest unoccupied orbital energy (spin up / spin down) = -3.617 / -6.291 eV
expectation value of S² = 2.0198

=====

No. 2
Formula: C35H57BF12IO11
Source: the OMol25 dataset
Level of theory: ωB97M-V/def2-TZVPD

XYZ file:
```
117
Properties=species:S:1:pos:R:3:forces:R:3
I 3.395 -1.986 -2.287 -0.09 0.16 0.61
F -0.471 9.198 -0.074 0.15 -0.41 -0.25
F -1.476 7.489 0.773 0.46 -0.17 -0.50
F 2.761 10.649 -4.673 -0.48 -0.10 -0.54
F 1.621 -7.924 6.112 0.06 -0.28 -0.46
F -4.358 -2.448 3.378 -0.35 -0.31 0.48
F 0.555 -6.569 4.811 0.17 -0.53 -0.24
F -4.879 -4.273 2.357 -0.26 -0.04 0.75
F 0.591 7.873 1.263 0.02 -0.22 -0.48
F 2.830 8.653 -5.489 -0.30 0.29 -0.35
F 3.863 10.269 -6.484 -0.54 0.02 -0.15
F -3.191 -4.240 3.698 -0.79 -0.28 0.45
F -0.447 -8.295 5.624 0.42 -0.24 -0.50
O 2.160 -8.060 3.251 -0.59 -0.11 0.93
O -4.752 -3.906 5.869 -0.05 0.14 -0.92
O 0.714 -9.761 3.588 0.01 0.80 0.68
O 1.146 7.661 -1.589 -0.53 0.03 0.87
O 0.509 -2.031 -1.150 2.84 -1.88 0.44
O -0.303 5.973 -1.215 -0.04 0.89 0.68
O -0.294 -3.723 -2.777 2.91 -0.63 1.96
O -6.481 -4.589 4.586 0.88 0.34 -0.38
O 0.483 10.771 -6.231 1.00 -0.35 0.17
O 0.058 0.153 -4.568 0.74 -3.10 1.17
O 1.622 9.758 -7.897 0.36 0.01 0.97
C 0.488 9.920 -8.763 -0.52 0.15 -0.54
C 1.478 10.233 -6.644 -1.48 0.14 -1.17
C 0.805 7.081 -3.926 -0.43 0.02 0.08
C -0.307 7.902 0.258 -0.69 0.92 1.32
C 1.689 6.935 -2.704 0.27 -0.31 -0.69
C 0.719 -7.870 5.110 -0.72 1.17 1.29
C -0.671 2.221 0.623 -0.35 1.20 -0.33
C 0.917 2.417 0.621 -0.25 -0.24 0.53
C -5.526 -4.178 7.046 -0.26 -0.22 0.59
C 1.479 -2.592 4.092 0.34 -1.59 0.03
C 1.809 -8.562 0.899 -0.34 0.07 0.08
C -4.448 -3.784 3.529 1.20 0.35 -1.69
C 1.743 1.292 -0.158 1.81 0.63 1.10
C 2.699 -8.748 2.112 0.23 -0.24 -0.73
C 0.099 -0.975 -4.006 -1.84 2.61 -0.30
C -1.276 1.558 -0.695 -0.02 -0.40 1.10
C -5.361 -4.158 4.693 -0.93 -0.28 1.45
C 0.145 7.051 -0.926 0.78 -0.99 -1.48
C -5.512 -5.659 7.371 0.04 -0.22 -0.26
C -0.838 -2.648 2.750 0.23 -1.49 -0.31
C -0.815 2.238 -2.061 -0.21 -1.28 -0.06
C 3.107 -0.957 2.917 -0.90 -0.18 -1.71
C 1.082 -4.004 -2.423 0.28 0.37 -1.60
C 2.895 0.776 0.865 -1.29 -1.34 -0.36
C 1.618 -2.909 -1.324 -2.58 -1.18 -0.41
C -1.127 -3.352 1.330 -0.44 0.70 0.20
C -2.096 -2.468 0.392 -0.72 -1.19 0.28
C 1.164 -8.689 3.902 0.82 -0.83 -1.52
C 0.300 -3.519 3.516 -0.56 0.62 -0.08
C 2.732 9.955 -5.821 1.58 -0.16 1.05
C -2.052 -2.903 -1.144 -0.48 0.42 1.11
C -1.070 -1.398 -3.018 0.75 1.21 -0.68
C 0.430 11.330 -9.318 0.15 0.26 0.21
C 2.158 -0.343 1.778 0.54 1.16 -0.45
C 2.702 -2.509 3.054 0.25 1.48 1.19
B -0.634 -2.562 -1.916 -3.06 0.93 -2.23
H -1.959 -1.709 -3.669 1.18 0.26 0.78
H -1.931 -1.345 0.519 0.10 -1.46 -0.19
H 2.898 -0.360 3.867 0.68 -1.02 -1.07
H 1.243 2.383 1.723 -0.42 0.09 -1.51
H 2.671 7.365 -2.909 -0.15 0.17 0.28
H -2.295 -4.009 -1.298 0.19 1.29 0.52
H -1.778 -2.739 3.383 1.36 0.77 -0.97
H -4.485 -6.023 7.455 -0.05 0.10 0.11
H -5.061 -3.620 7.861 0.17 0.06 -0.30
H -1.390 -0.461 -2.440 0.35 -0.99 -1.17
H -2.417 1.541 -0.553 1.55 0.20 -0.41
H 3.680 -8.309 1.917 -0.15 0.16 0.29
H 1.370 11.586 -9.812 -0.09 -0.12 -0.08
H 4.183 -0.814 2.543 -1.42 -0.27 0.80
H 2.399 -2.934 2.047 0.52 0.56 1.21
H -2.870 -2.302 -1.686 0.93 -0.96 0.83
H -6.035 -5.853 8.309 0.04 0.06 -0.04
H 1.197 3.476 0.275 -0.45 -1.59 0.20
H -1.612 1.973 -2.843 1.24 0.67 0.97
H -0.387 11.427 -10.036 0.06 -0.06 0.04
H 1.259 6.593 -4.791 0.01 0.02 0.10
H 2.260 -9.020 0.016 0.02 0.04 0.08
H 0.827 -9.013 1.057 0.13 -0.07 -0.01
H 1.845 5.885 -2.442 -0.22 0.11 0.12
H -0.635 3.362 -2.002 -0.33 -1.49 0.04
H -6.544 -3.798 6.935 0.11 -0.09 -0.22
H 0.689 -4.278 2.747 -0.21 1.07 1.27
H 2.859 -9.805 2.339 -0.21 0.11 0.14
H 1.644 -7.500 0.703 0.15 -0.06 -0.03
H 1.239 -5.108 -2.143 -0.10 1.57 -0.08
H 3.609 -3.047 3.472 -1.21 0.26 -0.58
H 1.770 -1.120 1.034 0.59 0.83 1.14
H 3.306 1.630 1.491 -0.32 -1.03 -0.80
H -1.032 1.693 1.577 0.62 0.42 -1.47
H 1.999 -3.421 -0.380 -0.36 1.09 -1.01
H 0.617 9.209 -9.582 0.26 -0.04 0.25
H -5.992 -6.241 6.581 -0.06 0.10 0.09
H -3.160 -2.678 0.781 1.37 0.51 -0.37
H 1.151 0.365 -0.431 0.56 1.33 -0.02
H 1.892 -3.080 5.042 -0.61 0.69 -1.15
H 1.111 -1.563 4.403 0.28 -1.25 -0.63
H 1.242 0.169 2.215 0.95 -0.75 -0.31
H -1.124 3.278 0.690 0.56 -1.40 0.00
H 3.707 0.217 0.285 -0.85 0.99 0.81
H -0.970 0.451 -0.670 -0.41 1.60 -0.29
H 1.668 -3.746 -3.369 -0.41 -0.97 1.15
H -0.529 -1.565 2.596 -0.33 -1.33 0.25
H -0.201 -4.133 4.345 0.75 0.95 -1.07
H 2.307 1.747 -1.048 -1.22 -0.77 0.97
H -1.655 -4.350 1.540 0.81 1.26 -0.37
H -0.179 6.637 -3.757 0.14 -0.10 0.00
H -0.130 -3.592 0.819 -1.37 0.49 0.59
H 0.642 8.136 -4.158 0.13 -0.05 0.01
H 0.975 -1.672 -4.215 -0.89 0.56 0.23
H 0.278 12.061 -8.522 -0.10 -0.11 -0.05
H -0.435 9.650 -8.244 0.20 0.10 0.15
H 0.125 1.678 -2.405 -1.25 1.16 0.39
```
Positions in Å, forces in eV/Å.

Kohn-Sham gap = 6.2364 eV
net charge = -1
relative energy (zero: lowest compared OMol25 entry of this formula, charge and spin) = 0.00 kJ/mol
highest occupied orbital energy = -4.44 eV
energy = -3716.45255 Ha
lowest unoccupied orbital energy = 1.793 eV

=====

Which value of net charge does entry 2 give?
-1

=====

What is the formula in the first record?
C35H57AuO3PSi2

=====

Among the records above, which one has the lowest energy?
C35H57BF12IO11